1.
Density functional theory data (the ωB97M-V functional and the def2-TZVPD basis) for one molecule with the formula C3H6FN3O.

Properties
Charge = 0
Energy above the lowest of the compared OMol25 structures with the same formula, charge and spin = 4.030 eV
Multiplicity = 1
Max |F| = 0.0989 Eh/bohr
Lowest unoccupied orbital energy = 0.5788 eV
SMILES = O/N=C\N/N=C\CF
Frontier orbital gap = 9.36 eV

```
14
Properties=species:S:1:pos:R:3:nbo_charge:R:1
O -1.997 -1.218 -0.904 -0.6170
N -2.352 0.174 -1.374 -0.2117
C -1.404 0.974 -1.175 0.2156
N -0.168 0.420 -0.561 -0.4803
N 0.892 1.183 -0.279 -0.1675
C 1.633 0.724 0.720 -0.0449
C 1.567 -0.708 1.220 -0.0305
F 0.214 -0.962 1.769 -0.3918
H -2.750 -1.644 -1.348 0.4941
H -1.489 2.263 -1.080 0.2399
H -0.426 -0.487 -0.241 0.4152
H 2.390 1.319 0.999 0.1840
H 2.257 -0.858 2.002 0.1997
H 1.634 -1.181 0.251 0.1951
```

2.
Density functional theory data (the ωB97M-V functional and the def2-TZVPD basis) for a 3-piece molecular cluster, C18H40N2O8PS2 overall.

Properties
Charge = +1
Multiplicity = 1
Max |F| = 0.1024 Eh/bohr
Lowest unoccupied orbital energy = -3.7963 eV
Frontier orbital gap = 7.26 eV

```
71
Properties=species:S:1:pos:R:3:mulliken_charge:R:1
O 1.964 2.228 1.943 -0.4752
C 0.949 1.585 1.119 -0.4779
C 1.073 -0.014 1.224 -0.2202
P 0.426 -0.969 -0.266 0.3023
S -0.209 0.236 -1.896 -0.2115
C -0.985 -2.143 0.137 -0.7786
C -2.125 -1.524 1.083 -0.3760
S -3.804 -2.002 0.386 -0.1667
C -4.959 -0.601 0.633 0.3460
N -4.849 0.259 1.754 0.0200
N -5.832 1.197 1.616 -0.4647
C -6.526 0.903 0.420 0.0575
O -6.024 -0.248 -0.222 -0.2405
H 2.811 1.920 1.546 0.2961
H 1.130 1.899 0.042 0.3978
H -0.101 1.861 1.485 0.2476
H 2.172 -0.326 1.384 0.5706
H 0.498 -0.379 2.143 -0.0274
H 1.516 -1.775 -0.747 0.1895
H 0.649 1.314 -2.069 0.2458
H -0.526 -3.084 0.611 0.4484
H -1.495 -2.396 -0.866 0.4377
H -2.060 -2.070 2.089 0.2836
H -2.028 -0.411 1.294 0.2390
H -7.369 1.598 0.130 0.3812
C 2.204 -1.569 -4.204 -0.7086
O 1.712 -1.463 -5.524 -0.3027
C 0.751 -0.424 -5.681 -0.1774
C 0.991 0.369 -6.961 -0.3889
O 2.150 1.201 -6.944 -0.4801
C 3.421 0.545 -6.990 -0.2432
C 3.721 -0.167 -8.302 -0.5783
O 2.957 -1.364 -8.407 -0.2793
C 2.551 -1.653 -9.733 -0.8058
H 1.444 -2.013 -3.552 0.2396
H 3.084 -2.212 -4.219 0.3311
H 2.509 -0.588 -3.816 0.3378
H 0.770 0.264 -4.828 -0.0102
H -0.236 -0.897 -5.727 0.4065
H 0.145 1.055 -7.084 0.4250
H 0.984 -0.274 -7.842 0.1187
H 3.546 -0.116 -6.132 0.0278
H 4.157 1.346 -6.867 0.4226
H 4.779 -0.448 -8.334 0.4110
H 3.507 0.511 -9.136 0.3541
H 2.140 -0.765 -10.225 0.3686
H 1.761 -2.406 -9.686 0.2333
H 3.390 -2.051 -10.308 0.3215
C -2.309 0.149 8.762 -0.8068
O -1.100 0.243 8.028 -0.2963
C -0.716 -0.987 7.427 -0.6798
C -0.224 -0.778 5.999 -0.2393
O -1.242 -0.429 5.057 -0.4240
C -1.804 0.885 5.168 -0.4470
C -0.841 2.016 4.833 0.0118
O 0.107 2.198 5.879 -0.2962
C 1.385 2.576 5.402 -0.6796
H -2.143 -0.391 9.697 0.3256
H -2.649 1.160 8.987 0.2354
H -3.091 -0.346 8.173 0.3699
H -1.548 -1.699 7.416 0.3496
H 0.096 -1.407 8.031 0.3949
H 0.178 -1.735 5.648 0.4135
H 0.606 -0.072 5.957 0.1437
H -2.271 1.024 6.143 0.0224
H -2.617 0.907 4.434 0.5186
H -1.397 2.953 4.728 0.5044
H -0.340 1.789 3.884 -0.2766
H 1.691 1.951 4.558 0.2171
H 2.106 2.429 6.209 0.2725
H 1.383 3.630 5.113 0.3185
```

3.
Density functional theory data (the ωB97M-V functional and the def2-TZVPD basis) for one molecule with the formula C14H25BClNO5P2S.

Properties
Charge = 0
Multiplicity = 1
Max |F| = 0.1676 Eh/bohr
Lowest unoccupied orbital energy = -0.9245 eV
SMILES = CCB(O)P(CNC)(C[C@@H](C)Cl)(OC(=O)c1ccccc1)P(O)(O)=S
Frontier orbital gap = 7.56 eV

```
50
Properties=species:S:1:pos:R:3:nbo_charge:R:1
C -1.120 0.738 4.185 -0.6136
C -1.624 0.705 2.593 -0.8614
B -0.378 0.305 1.552 0.9188
O 0.929 0.950 1.801 -0.9928
P -0.501 -0.942 0.120 0.9696
C -1.979 -2.213 0.242 -0.4706
N -2.068 -3.032 -1.020 -0.6734
C -3.078 -4.152 -0.943 -0.4288
C 0.812 -1.254 -1.249 -0.7638
C 1.946 -0.084 -1.400 -0.1651
C 3.493 -0.598 -1.022 -0.6387
Cl 2.046 0.291 -3.251 -0.1026
O -1.532 -0.015 -0.868 -0.8131
C -1.530 1.412 -0.729 0.7410
O -2.659 2.005 -0.239 -0.5399
C -0.413 2.506 -1.285 -0.1500
C -0.397 2.691 -2.947 -0.1880
C 0.608 3.704 -3.753 -0.2228
C 1.630 4.624 -2.820 -0.2176
C 1.595 4.480 -1.163 -0.2338
C 0.591 3.408 -0.362 -0.2171
P 0.606 -2.334 1.379 1.3450
O 2.284 -1.966 1.620 -0.9874
O -0.130 -2.291 2.996 -0.9685
S 0.501 -4.206 0.820 -0.5646
H -0.132 0.132 4.364 0.1716
H -2.015 0.396 4.864 0.2386
H -0.925 1.882 4.423 0.2174
H -2.131 1.729 2.337 0.2886
H -2.376 -0.207 2.533 0.2419
H 1.273 0.747 2.721 0.5026
H -1.985 -2.811 1.243 0.2259
H -2.951 -1.520 0.267 0.2436
H -1.141 -3.333 -1.391 0.3840
H -3.645 -4.213 0.081 0.2074
H -2.515 -5.149 -1.238 0.2092
H -3.857 -3.962 -1.827 0.1989
H 0.235 -1.363 -2.286 0.2985
H 1.400 -2.277 -1.124 0.2819
H 1.775 0.872 -0.749 0.2538
H 3.671 -1.702 -1.365 0.2268
H 3.749 -0.409 0.127 0.2308
H 4.233 0.131 -1.611 0.2316
H -1.156 2.058 -3.617 0.2447
H 0.579 3.748 -4.924 0.2465
H 2.331 5.379 -3.396 0.2397
H 2.361 5.189 -0.589 0.2408
H 0.575 3.331 0.805 0.2570
H 2.482 -1.592 2.528 0.4864
H 0.532 -1.786 3.568 0.4710
```

4.
Density functional theory data (the ωB97M-V functional and the def2-TZVPD basis) for a 2-piece molecular cluster, C32H28N2O4S2 overall.

Properties
Charge = 0
Energy above the lowest of the compared OMol25 structures with the same formula, charge and spin = 0.000 eV
Multiplicity = 1
Max |F| = 0.0448 Eh/bohr
Lowest unoccupied orbital energy = -1.9445 eV
Frontier orbital gap = 4.40 eV

```
68
Properties=species:S:1:pos:R:3:nbo_charge:R:1
C 1.829 0.319 4.321 -0.1510
C 0.530 0.686 4.679 -0.2279
C -0.299 1.313 3.750 -0.1994
C 0.184 1.584 2.468 -0.3137
S -0.930 2.263 1.243 2.2045
C -1.513 0.911 0.486 -1.2814
S -2.390 0.603 -0.952 2.2049
C -1.372 1.186 -2.314 -0.2124
C -1.505 2.514 -2.708 -0.2205
C -0.731 2.997 -3.765 -0.2222
C 0.182 2.149 -4.404 -0.2147
C 0.318 0.818 -3.991 -0.2177
C -0.464 0.331 -2.941 -0.2164
O -2.460 -0.835 -1.076 -0.9634
O -3.583 1.416 -0.991 -0.9725
O -2.044 2.756 2.046 -1.0282
O -0.188 3.158 0.382 -0.9755
C 1.493 1.250 2.109 -0.1718
C 2.311 0.605 3.040 -0.2421
H 2.467 -0.183 5.045 0.2028
H 0.139 0.487 5.677 0.2114
H -1.318 1.588 4.014 0.2418
H -1.415 0.020 1.100 0.2671
H -2.219 3.160 -2.203 0.2229
H -0.852 4.035 -4.077 0.2001
H 0.795 2.532 -5.224 0.2083
H 1.030 0.154 -4.483 0.2123
H -0.379 -0.702 -2.614 0.2412
H 1.850 1.490 1.108 0.2385
H 3.324 0.329 2.750 0.2144
C -3.229 7.987 -2.190 -0.4108
N -2.830 7.750 -0.815 -0.3091
C -2.486 6.534 -0.305 0.1551
C -2.220 6.652 1.080 -0.2201
C -1.862 5.594 1.936 0.0913
C -1.337 5.797 3.230 -0.1304
C -0.505 6.845 3.703 0.0948
N -0.379 6.768 5.061 -0.3337
C 0.273 7.768 5.891 -0.4084
C -1.101 5.668 5.538 0.1964
C -1.704 5.033 4.424 -0.0935
C -2.661 4.059 4.649 -0.1675
C -2.970 3.696 5.968 -0.2096
C -2.368 4.338 7.060 -0.2014
C -1.418 5.352 6.854 -0.2691
C -2.464 8.063 1.412 0.0058
C -2.804 8.718 0.195 0.1201
C -3.115 10.070 0.107 -0.2291
C -3.099 10.810 1.301 -0.2014
C -2.831 10.174 2.522 -0.2192
C -2.554 8.797 2.585 -0.2147
H -3.450 9.049 -2.313 0.2211
H -2.428 7.695 -2.882 0.2252
H -4.125 7.404 -2.444 0.2272
H -2.430 5.639 -0.916 0.2497
H -2.100 4.600 1.609 0.2863
H -0.024 7.638 3.139 0.2352
H 0.163 7.488 6.942 0.2260
H 1.339 7.846 5.641 0.2219
H -0.189 8.755 5.740 0.2136
H -3.134 3.591 3.794 0.2614
H -3.698 2.905 6.142 0.2233
H -2.654 4.060 8.075 0.2213
H -0.948 5.888 7.676 0.2148
H -3.354 10.523 -0.855 0.2205
H -3.311 11.879 1.282 0.2246
H -2.841 10.762 3.441 0.2205
H -2.411 8.303 3.543 0.2226
```

- Which of these has the highest charge?
  C18H40N2O8PS2

- Look up the lowest unoccupied orbital energy of the second one.
  -3.7963 eV